# 1
The molecule C21H24ClNO3. Source: the Open Molecules 2025 dataset; level of theory: ωB97M-V/def2-TZVPD.

Values from the calculation:
- Electronic energy: -42322.03417 eV
- LUMO energy: 0.743 eV
- Structure (SMILES): CCOC(=O)C1CCN(Cc2cccc(Oc3ccc(Cl)cc3)c2)CC1
- E_HOMO: -8.40 eV
- Kohn-Sham gap: 9.1426 eV
- Multiplicity: 1
- Relative energy (zero: lowest compared OMol25 entry of this formula, charge and spin): 149.6 kJ/mol

Each line ends with the Mulliken charge.
CARTESIAN COORDINATES (ANGSTROEM)
C  3.813  2.328  2.605  -0.967
C  2.700  3.135  1.955  -0.392
O  1.966  2.347  1.013  -0.191
C  2.483  2.218  -0.214  -0.369
O  3.503  2.742  -0.574  -0.615
C  1.578  1.372  -1.085  1.775
C  2.377  0.633  -2.163  -0.976
C  1.459  0.253  -3.336  -0.795
N  0.105  0.124  -2.838  0.520
C  -0.789  -0.675  -3.648  -1.318
C  -1.987  -1.081  -2.830  0.495
C  -3.278  -1.033  -3.334  -0.933
C  -4.349  -1.407  -2.537  -0.618
C  -4.148  -1.798  -1.228  -0.709
C  -2.855  -1.833  -0.714  0.254
O  -2.704  -2.272  0.580  -0.468
C  -1.694  -1.789  1.362  -0.081
C  -1.177  -0.501  1.249  -0.066
C  -0.189  -0.069  2.114  -0.494
C  0.276  -0.921  3.102  0.372
Cl  1.513  -0.384  4.183  -0.244
C  -0.246  -2.198  3.241  -0.587
C  -1.226  -2.630  2.371  -0.568
C  -1.779  -1.502  -1.524  0.435
C  -0.456  1.428  -2.537  -0.965
C  0.555  2.287  -1.768  -1.038
H  4.311  2.934  3.356  0.397
H  4.539  2.027  1.854  0.312
H  3.405  1.439  3.080  0.134
H  3.113  4.007  1.438  0.379
H  1.961  3.454  2.694  0.340
H  1.042  0.665  -0.449  -0.389
H  3.186  1.278  -2.509  0.312
H  2.821  -0.262  -1.727  0.382
H  1.776  -0.704  -3.756  0.426
H  1.525  1.007  -4.139  0.358
H  -1.119  -0.148  -4.563  0.338
H  -0.251  -1.577  -3.957  0.361
H  -3.448  -0.705  -4.349  0.399
H  -5.352  -1.378  -2.937  0.386
H  -4.973  -2.077  -0.592  0.467
H  -1.554  0.168  0.491  0.536
H  0.222  0.924  2.017  0.491
H  0.117  -2.850  4.020  0.413
H  -1.646  -3.619  2.460  0.429
H  -0.769  -1.554  -1.148  0.532
H  -1.356  1.267  -1.935  0.472
H  -0.764  1.955  -3.460  0.284
H  1.088  2.955  -2.447  0.394
H  0.038  2.901  -1.029  0.393


# 2
A structure of composition C20H40NP3S2Tm in a non-equilibrium geometry. Source: the Open Molecules 2025 dataset; level of theory: ωB97M-V/def2-TZVPD.

Values from the calculation:
- Charge: +3
- Electronic energy: -101917.97170 eV
- LUMO energy (spin up / spin down): -11.716 / -11.513 eV
- E_HOMO (spin up / spin down): -15.28 / -15.43 eV
- Kohn-Sham gap (spin up / spin down): 3.5600 / 3.9194 eV
- Expectation value of S²: 2.026
- Multiplicity: 3
- Relative energy (zero: lowest compared OMol25 entry of this formula, charge and spin): 149.0 kJ/mol

Each line ends with the Mulliken charge.
CARTESIAN COORDINATES (ANGSTROEM)
Tm  -0.103  0.238  0.143  -0.571
P  -2.169  2.381  0.460  1.064
P  -1.858  -1.241  1.791  0.985
P  1.921  2.166  -0.259  1.157
H  -0.858  -4.895  -0.517  0.356
C  0.151  -4.654  -0.866  -0.621
C  1.198  -4.586  -0.038  -0.576
H  1.078  -4.681  1.051  0.351
C  -3.440  2.490  -0.851  -1.256
C  -3.125  2.394  1.971  -1.233
C  -1.386  3.990  0.422  -1.044
C  -1.322  -2.979  1.978  -0.590
C  -1.964  -0.761  3.561  -1.207
C  -3.627  -1.471  1.387  -1.315
C  3.450  1.207  -0.604  -1.228
C  2.515  3.269  1.082  -1.248
C  1.895  3.277  -1.716  -1.210
H  0.275  -4.583  -1.956  0.302
H  2.211  -4.381  -0.400  0.303
H  -4.082  3.350  -0.651  0.472
H  -4.019  1.561  -0.861  0.454
H  -2.931  2.578  -1.814  0.453
H  -3.744  3.295  1.908  0.538
H  -2.488  2.486  2.854  0.405
H  -3.770  1.523  2.088  0.319
H  -2.201  4.713  0.565  0.543
H  -0.888  4.197  -0.529  0.284
H  -0.667  4.123  1.236  0.333
H  -2.208  -3.603  2.152  0.523
H  -0.654  -3.059  2.844  0.468
H  -0.790  -3.349  1.092  -0.481
H  -2.847  -1.230  4.013  0.455
H  -2.049  0.325  3.665  0.207
H  -1.067  -1.084  4.101  0.383
H  -4.095  -2.147  2.114  0.490
H  -3.709  -1.916  0.387  0.414
H  -4.162  -0.514  1.387  0.327
H  4.167  1.840  -1.143  0.473
H  3.197  0.330  -1.219  0.249
H  3.883  0.851  0.340  0.327
H  3.541  3.601  0.874  0.460
H  2.496  2.723  2.033  0.278
H  1.858  4.145  1.162  0.409
H  2.925  3.547  -1.992  0.492
H  1.312  4.181  -1.498  0.390
H  1.428  2.744  -2.560  0.330
C  1.119  -1.449  -3.025  1.245
C  0.453  -0.545  -3.914  -0.496
C  0.634  -0.717  -5.302  -0.583
C  1.376  -1.795  -5.835  -0.572
C  1.935  -2.724  -4.927  -0.657
C  1.797  -2.559  -3.551  -0.647
S  1.318  -1.335  -1.277  -0.082
H  -1.959  1.029  -0.148  0.030
H  -0.132  0.282  -3.503  0.249
H  0.172  -0.019  -6.000  0.391
H  1.522  -1.914  -6.932  0.384
H  2.530  -3.562  -5.284  0.399
H  2.231  -3.260  -2.823  0.434
S  1.592  0.446  4.236  0.061
C  2.369  -1.036  3.655  -0.411
C  2.050  -1.284  2.366  -0.664
N  1.184  -0.335  1.805  0.903
C  0.888  0.649  2.702  -0.447
H  3.018  -1.632  4.305  0.484
H  2.401  -2.133  1.757  0.372
H  0.225  1.502  2.508  0.194


# 3
The molecule CH2F4Si. Source: the Open Molecules 2025 dataset; level of theory: ωB97M-V/def2-TZVPD.

Values from the calculation:
- Electronic energy: -19822.47464 eV
- LUMO energy: 0.659 eV
- Structure (SMILES): FC[Si](F)(F)F
- E_HOMO: -12.28 eV
- Kohn-Sham gap: 12.9431 eV
- Multiplicity: 1
- Relative energy (zero: lowest compared OMol25 entry of this formula, charge and spin): 0.0 kJ/mol

Each line ends with the Mulliken charge.
CARTESIAN COORDINATES (ANGSTROEM)
F  0.880  -0.295  -1.439  -0.267
C  -0.019  -0.137  -0.408  -0.307
Si  -1.772  -0.650  -0.907  0.802
F  -1.920  -2.166  -1.329  -0.235
F  -2.389  0.185  -2.098  -0.235
F  -2.759  -0.446  0.317  -0.255
H  0.032  0.917  -0.117  0.249
H  0.362  -0.738  0.425  0.249